Below is a 8-piece molecular cluster, C34H70NO21S8 overall, with properties calculated with ωB97M-V/def2-TZVPD.

```
134
Properties=species:S:1:pos:R:3
C 1.135 0.658 -1.394
C 0.399 -0.752 -1.685
C -0.286 -1.123 -3.032
C -0.941 -2.538 -3.229
C -0.946 -3.634 -2.059
C -0.261 -3.238 -0.697
C -0.168 -4.258 0.569
C 1.330 -4.044 1.157
C 2.512 -4.350 0.205
C 3.959 -4.088 0.785
S 5.374 -4.400 -0.367
C 4.183 -3.558 2.264
C 2.866 -3.326 3.089
N 1.547 -3.560 2.519
C 0.389 -1.809 -0.507
H 0.455 1.429 -0.879
H 2.008 0.400 -0.680
H 1.617 1.018 -2.365
H -0.313 -0.349 -3.887
H -1.442 -2.813 -4.220
H -1.396 -4.676 -2.161
H -0.353 -5.350 0.267
H -0.969 -3.868 1.313
H 2.322 -4.743 -0.857
H 4.945 -3.789 -1.564
H 5.216 -3.367 2.706
H 2.920 -2.953 4.178
H 0.676 -3.386 3.062
H 0.877 -1.480 0.483
O 4.618 -3.123 -4.337
S 5.584 -3.937 -5.034
O 6.850 -4.287 -4.444
O 5.846 -3.306 -6.498
C 6.265 -1.942 -6.589
C 7.724 -1.779 -6.204
C 4.791 -5.427 -5.570
H 5.620 -1.300 -5.982
H 6.134 -1.639 -7.630
H 7.879 -2.002 -5.145
H 8.059 -0.755 -6.383
H 8.355 -2.465 -6.774
H 3.846 -5.174 -6.049
H 4.611 -6.044 -4.688
H 5.452 -5.950 -6.260
O 1.463 5.142 1.713
S 0.338 4.245 1.777
O 0.028 3.336 0.704
O -0.989 5.090 2.146
C -1.348 6.196 1.312
C -1.948 5.733 -0.003
C 0.440 3.314 3.281
H -0.487 6.850 1.147
H -2.094 6.777 1.860
H -1.205 5.212 -0.612
H -2.317 6.583 -0.580
H -2.771 5.036 0.171
H 0.641 3.994 4.107
H 1.257 2.600 3.175
H -0.500 2.783 3.431
O -5.520 6.851 -1.011
S -5.725 6.393 -2.362
O -4.626 6.172 -3.265
O -6.810 7.353 -3.083
C -6.557 8.758 -3.123
C -5.493 9.106 -4.148
C -6.714 4.925 -2.319
H -6.287 9.129 -2.129
H -7.496 9.241 -3.403
H -4.521 8.702 -3.859
H -5.390 10.189 -4.244
H -5.743 8.683 -5.124
H -7.570 5.091 -1.666
H -6.094 4.118 -1.929
H -7.037 4.688 -3.333
O 6.692 6.393 4.295
S 7.158 5.311 3.466
O 7.859 5.548 2.232
O 5.927 4.299 3.183
C 4.733 4.826 2.602
C 4.911 5.106 1.121
C 8.131 4.213 4.457
H 4.404 5.720 3.138
H 3.955 4.069 2.730
H 5.628 5.914 0.957
H 3.964 5.403 0.667
H 5.294 4.224 0.603
H 7.595 3.998 5.381
H 9.075 4.712 4.679
H 8.318 3.300 3.893
O -2.977 6.677 4.418
S -2.818 5.809 5.556
O -3.358 4.474 5.577
O -3.303 6.590 6.886
C -4.628 7.126 6.916
C -5.667 6.038 7.116
C -1.098 5.718 5.965
H -4.829 7.706 6.011
H -4.670 7.820 7.759
H -5.705 5.367 6.254
H -6.660 6.472 7.247
H -5.426 5.428 7.990
H -0.684 6.725 5.988
H -0.605 5.127 5.195
H -0.990 5.230 6.934
O 0.756 -7.396 -0.135
S 1.634 -8.541 -0.173
O 1.342 -9.695 -0.980
O 1.932 -9.025 1.341
C 0.824 -9.340 2.187
C 0.210 -10.680 1.828
C 3.271 -7.989 -0.561
H 0.078 -8.541 2.159
H 1.209 -9.385 3.209
H -0.253 -10.649 0.839
H -0.561 -10.957 2.550
H 0.972 -11.462 1.804
H 3.515 -7.135 0.070
H 3.283 -7.695 -1.611
H 3.969 -8.809 -0.397
O -6.766 -3.799 -3.307
S -5.886 -4.938 -3.341
O -6.170 -6.094 -4.149
O -5.590 -5.420 -1.824
C -6.700 -5.739 -0.983
C -7.309 -7.081 -1.345
C -4.249 -4.381 -3.723
H -7.449 -4.942 -1.015
H -6.320 -5.782 0.041
H -7.768 -7.051 -2.336
H -8.082 -7.360 -0.626
H -6.544 -7.861 -1.365
H -4.002 -3.525 -3.096
H -4.240 -4.090 -4.774
H -3.546 -5.198 -3.560
```

Energy relative to the best compared isomer or geometry (same formula, charge and spin): 219.8 kcal/mol
Spin multiplicity: 1
Strongest force on any atom: 5.23 eV/Å
HOMO: -11.032 eV
Charge: +1
LUMO level: -4.44 eV

Below is a 4-piece molecular cluster, C34H71B2O13 overall, with properties calculated with ωB97M-V/def2-TZVPD.

```
120
Properties=species:S:1:pos:R:3
C 14.745 -2.060 1.480
C 13.900 -1.654 0.276
O 12.632 -2.238 0.403
C 11.787 -1.978 -0.718
C 10.315 -2.172 -0.330
C 9.407 -0.975 -0.680
C 8.076 -1.386 -1.303
C 7.143 -2.187 -0.372
B 6.280 -3.392 -1.125
O 5.770 -3.001 -2.488
C 5.074 -3.907 -0.106
C 3.814 -3.073 0.019
C 3.675 -1.782 -0.478
C 2.484 -1.072 -0.351
C 1.377 -1.619 0.281
C 0.077 -0.861 0.380
C 1.507 -2.901 0.809
C 2.695 -3.600 0.678
B 7.375 -4.719 -1.372
O 8.531 -4.599 -2.180
O 7.232 -6.019 -0.815
C 8.200 -6.373 0.160
H 15.506 -1.313 1.701
H 14.080 -2.122 2.343
H 15.200 -3.040 1.342
H 14.395 -1.970 -0.653
H 13.820 -0.558 0.256
H 12.045 -2.700 -1.504
H 11.971 -0.970 -1.106
H 9.938 -3.079 -0.801
H 10.310 -2.323 0.751
H 9.256 -0.341 0.198
H 9.940 -0.343 -1.405
H 7.560 -0.459 -1.593
H 8.260 -1.921 -2.239
H 6.493 -1.474 0.157
H 7.760 -2.638 0.419
H 5.747 -2.049 -2.604
H 5.476 -4.059 0.906
H 4.746 -4.901 -0.438
H 4.510 -1.308 -0.973
H 2.426 -0.071 -0.768
H -0.368 -0.939 1.373
H 0.191 0.181 0.087
H -0.647 -1.299 -0.318
H 0.666 -3.355 1.325
H 2.772 -4.598 1.099
H 8.632 -5.433 -2.656
H 7.691 -6.555 1.111
H 8.703 -7.302 -0.126
H 8.944 -5.583 0.289
C -5.471 3.974 0.334
O -4.303 3.902 1.115
C -3.907 2.558 1.329
C -2.538 2.494 1.968
O -1.475 2.632 1.040
C -1.197 3.946 0.587
C -0.437 4.786 1.589
O -1.322 5.346 2.546
C -0.625 5.958 3.604
H -6.306 3.451 0.816
H -5.733 5.025 0.220
H -5.306 3.542 -0.661
H -3.887 2.018 0.374
H -4.640 2.078 1.994
H -2.418 1.495 2.392
H -2.456 3.221 2.780
H -2.107 4.458 0.265
H -0.555 3.814 -0.287
H 0.079 5.600 1.062
H 0.311 4.160 2.091
H -0.022 5.227 4.156
H -1.362 6.388 4.280
H 0.031 6.758 3.238
C -4.205 5.463 -4.213
O -5.179 4.586 -4.731
C -4.978 3.258 -4.278
C -6.153 2.384 -4.651
O -7.253 2.503 -3.758
C -8.073 3.648 -3.927
C -9.041 3.536 -5.084
O -8.400 3.860 -6.304
C -9.212 3.570 -7.416
H -3.196 5.155 -4.509
H -4.405 6.453 -4.618
H -4.257 5.510 -3.119
H -4.851 3.250 -3.188
H -4.065 2.858 -4.742
H -5.833 1.344 -4.570
H -6.458 2.568 -5.683
H -7.473 4.557 -4.016
H -8.661 3.716 -3.009
H -9.878 4.232 -4.924
H -9.437 2.513 -5.127
H -9.431 2.497 -7.478
H -8.668 3.870 -8.310
H -10.158 4.125 -7.373
C -5.768 -3.587 6.445
O -6.350 -3.131 5.247
C -7.686 -3.574 5.104
C -8.343 -2.897 3.922
O -8.824 -1.591 4.207
C -7.845 -0.562 4.233
C -7.409 -0.102 2.859
O -6.430 -0.977 2.333
C -6.144 -0.690 0.982
H -5.764 -4.682 6.493
H -4.741 -3.229 6.470
H -6.303 -3.193 7.318
H -8.256 -3.351 6.015
H -7.689 -4.662 4.943
H -9.231 -3.476 3.658
H -7.671 -2.892 3.062
H -6.979 -0.855 4.830
H -8.332 0.281 4.728
H -6.984 0.909 2.936
H -8.281 -0.068 2.192
H -7.031 -0.833 0.353
H -5.365 -1.375 0.654
H -5.787 0.339 0.870
```

Energy relative to the best compared isomer or geometry (same formula, charge and spin): 0.0 kcal/mol
Spin multiplicity: 1
Strongest force on any atom: 0.57 eV/Å
HOMO: -3.858 eV
Charge: -1
LUMO level: 1.79 eV

Below is a 4-piece molecular cluster, C34H71BN4O5 overall, with properties calculated with ωB97M-V/def2-TZVPD.

```
115
Properties=species:S:1:pos:R:3
C -2.712 3.824 3.178
C -2.983 2.619 2.294
C -1.833 2.109 1.430
C -0.501 1.988 2.173
C -1.616 2.869 0.126
O -2.654 2.675 -0.789
B -3.315 4.009 -1.053
O -2.799 4.830 0.096
C -1.489 4.401 0.217
C -0.507 4.970 -0.832
N 0.853 5.151 -0.295
H -2.525 4.726 2.617
H -3.600 4.013 3.775
H -1.913 3.644 3.887
H -3.850 2.823 1.680
H -3.275 1.801 2.954
H -2.113 1.104 1.123
H 0.156 2.829 1.992
H -0.641 1.820 3.236
H 0.027 1.120 1.792
H -0.708 2.418 -0.327
H -4.538 3.872 -1.059
H -2.953 4.473 -2.142
H -1.014 4.626 1.178
H -0.443 4.283 -1.665
H -0.926 5.919 -1.135
H 0.820 5.817 0.467
H 1.144 4.259 0.091
C 5.621 4.026 0.004
C 5.255 2.679 0.653
C 6.319 1.629 0.329
C 6.266 1.154 -1.123
C 4.866 0.650 -1.472
C 3.765 1.669 -1.172
N 3.909 2.215 0.211
O 3.411 1.397 1.077
C 3.790 2.798 -2.223
C 2.401 1.009 -1.315
C 5.240 2.942 2.155
H 6.560 4.389 0.424
H 5.766 3.978 -1.071
H 4.852 4.771 0.210
H 6.184 0.765 0.987
H 7.306 2.040 0.555
H 6.565 1.960 -1.799
H 6.991 0.350 -1.270
H 4.818 0.379 -2.529
H 4.672 -0.267 -0.905
H 3.202 3.655 -1.889
H 3.351 2.445 -3.156
H 4.792 3.140 -2.476
H 2.285 0.128 -0.687
H 2.255 0.688 -2.347
H 1.604 1.714 -1.068
H 4.445 3.639 2.421
H 6.192 3.382 2.451
H 5.104 2.029 2.731
C -1.881 -3.701 -2.896
C -1.524 -2.509 -3.802
C -0.285 -1.798 -3.252
C -0.584 -1.012 -1.978
C -1.723 -0.025 -2.206
C -2.987 -0.671 -2.759
N -2.671 -1.560 -3.927
O -2.559 -0.874 -5.016
C -3.677 -1.458 -1.630
C -3.970 0.418 -3.172
C -1.206 -3.112 -5.165
H -1.065 -4.425 -2.906
H -2.038 -3.431 -1.856
H -2.780 -4.204 -3.259
H 0.106 -1.114 -4.013
H 0.501 -2.536 -3.066
H -0.813 -1.697 -1.156
H 0.294 -0.446 -1.669
H -1.959 0.486 -1.273
H -1.378 0.753 -2.894
H -4.432 -2.146 -2.019
H -4.178 -0.766 -0.954
H -2.977 -2.016 -1.010
H -3.540 1.110 -3.892
H -4.244 1.002 -2.295
H -4.875 -0.016 -3.604
H -2.092 -3.574 -5.605
H -0.443 -3.883 -5.048
H -0.823 -2.371 -5.863
C -2.754 -5.121 3.335
C -2.126 -4.573 2.041
C -0.954 -5.456 1.609
C 0.278 -5.289 2.498
C 0.691 -3.819 2.571
C -0.445 -2.892 3.006
N -1.684 -3.158 2.213
O -1.606 -2.564 1.070
C -0.706 -3.052 4.518
C -0.019 -1.440 2.806
C -3.230 -4.643 0.992
H -3.160 -6.116 3.149
H -2.057 -5.227 4.161
H -3.575 -4.482 3.662
H -0.680 -5.210 0.578
H -1.277 -6.499 1.604
H 0.085 -5.687 3.498
H 1.102 -5.879 2.091
H 1.529 -3.698 3.260
H 1.050 -3.508 1.585
H -1.663 -2.609 4.796
H 0.071 -2.538 5.083
H -0.689 -4.085 4.859
H 0.289 -1.236 1.783
H 0.831 -1.222 3.452
H -0.827 -0.753 3.062
H -4.052 -3.971 1.243
H -3.621 -5.660 0.951
H -2.873 -4.388 -0.002
```

Spin multiplicity: 4
Strongest force on any atom: 1.81 eV/Å
HOMO (spin up / spin down): -3.993 / -3.993 eV
Charge: -1
LUMO level (spin up / spin down): 2.11 / 2.02 eV

Below is a 6-piece molecular cluster, C34H71F2INO10Si overall, with properties calculated with ωB97M-V/def2-TZVPD.

```
120
Properties=species:S:1:pos:R:3
C 5.598 -1.134 2.892
C 5.996 -1.655 1.471
C 4.973 -1.195 0.330
I 5.054 -2.827 -1.205
N 5.438 0.056 -0.145
C 4.348 0.881 -0.586
F 3.679 0.180 -1.625
F 4.965 2.033 -1.162
C 3.408 1.372 0.569
C 1.877 1.510 0.188
Si 0.692 0.688 1.458
C 1.008 1.361 3.209
C -1.070 1.164 0.891
C 0.845 -1.200 1.299
C 0.125 -1.869 0.198
C 0.251 -3.307 0.015
C 1.073 -4.126 0.892
C 1.757 -3.496 2.009
C 1.632 -2.055 2.195
H 6.162 -1.718 3.677
H 4.510 -1.276 3.116
H 5.852 -0.058 3.069
H 6.985 -1.222 1.160
H 6.102 -2.771 1.403
H 3.960 -1.173 0.812
H 3.773 2.399 0.852
H 3.534 0.744 1.484
H 1.603 1.126 -0.826
H 1.600 2.606 0.196
H 0.373 2.287 3.320
H 0.744 0.630 4.018
H 2.066 1.713 3.371
H -1.087 2.288 0.820
H -1.284 0.714 -0.114
H -1.799 0.796 1.658
H -0.520 -1.313 -0.514
H -0.275 -3.806 -0.832
H 1.189 -5.220 0.721
H 2.395 -4.091 2.701
H 2.153 -1.560 3.047
C -1.520 2.217 -2.637
O -1.078 0.900 -2.922
C -1.745 0.331 -4.042
C -0.862 0.352 -5.277
O -0.645 1.683 -5.736
C 0.642 2.175 -5.385
H -0.846 2.646 -1.895
H -1.510 2.853 -3.526
H -2.530 2.187 -2.213
H -2.697 0.839 -4.231
H -1.965 -0.711 -3.786
H -1.373 -0.183 -6.084
H 0.089 -0.155 -5.085
H 1.409 1.673 -5.982
H 0.852 2.033 -4.322
H 0.669 3.242 -5.607
C -5.532 2.012 4.367
O -4.220 1.559 4.081
C -3.663 0.795 5.147
C -3.702 -0.693 4.838
O -5.040 -1.182 4.822
C -5.529 -1.376 3.504
H -5.953 2.425 3.450
H -6.175 1.199 4.712
H -5.498 2.805 5.122
H -4.173 1.012 6.091
H -2.619 1.106 5.248
H -3.177 -1.230 5.634
H -3.194 -0.911 3.893
H -5.038 -2.240 3.046
H -5.374 -0.492 2.881
H -6.600 -1.575 3.566
C -8.287 1.423 -3.769
O -8.337 0.951 -5.106
C -7.151 1.254 -5.834
C -6.259 0.032 -5.969
O -5.716 -0.354 -4.712
C -6.375 -1.482 -4.160
H -9.137 1.002 -3.230
H -7.368 1.114 -3.265
H -8.371 2.514 -3.753
H -6.608 2.083 -5.369
H -7.463 1.573 -6.833
H -5.414 0.284 -6.617
H -6.802 -0.799 -6.432
H -6.117 -2.382 -4.727
H -7.461 -1.351 -4.151
H -6.031 -1.607 -3.133
C 6.969 5.661 -5.489
O 6.995 6.448 -4.310
C 5.825 7.244 -4.162
C 4.873 6.646 -3.139
O 4.313 5.428 -3.606
C 4.918 4.283 -3.007
H 7.798 4.954 -5.441
H 6.037 5.098 -5.580
H 7.106 6.299 -6.369
H 5.324 7.385 -5.125
H 6.153 8.227 -3.805
H 4.041 7.342 -2.987
H 5.374 6.504 -2.177
H 4.617 4.205 -1.962
H 6.008 4.321 -3.074
H 4.568 3.397 -3.536
C -0.140 -4.471 5.780
O 1.174 -4.923 5.497
C 1.732 -5.679 6.565
C 1.698 -7.167 6.263
O 0.363 -7.662 6.247
C -0.124 -7.863 4.929
H -0.561 -4.065 4.860
H -0.781 -5.284 6.128
H -0.108 -3.674 6.530
H 1.221 -5.459 7.508
H 2.776 -5.365 6.666
H 2.225 -7.699 7.062
H 2.208 -7.385 5.320
H 0.371 -8.726 4.474
H 0.028 -6.980 4.304
H -1.194 -8.067 4.991
```

Spin multiplicity: 1
Strongest force on any atom: 4.40 eV/Å
HOMO: -3.347 eV
Charge: -1
LUMO level: 1.88 eV

DFT total energy values, unit hartree, following the record order: -6157.1755 -2365.8508 -1958.0766 -2931.9513.